{
  "formula": "C18H16N2O3",
  "method": "wB97M-V/def2-TZVPD",
  "total_charge": 0,
  "energy_ev": -28048.090,
  "de_lowest_ev": 2.143,
  "fmax_ev_per_a": 1.089,
  "smiles": "COC(=O)c1cn(-c2ccccc2)nc1-c1ccc(OC)cc1",
  "e_lumo_ha": 0.021,
  "species": ["C", "O", "C", "O", "C", "C", "N", "C", "C", "C", "C", "C", "C", "N", "C", "C", "C", "C", "C", "O", "C", "C", "C", "H", "H", "H", "H", "H", "H", "H", "H", "H", "H", "H", "H", "H", "H", "H", "H"],
  "positions_angstrom": [[1.6354, 2.3693, -4.1445], [1.3869, 1.2748, -3.2783], [0.6565, 1.5591, -2.1757], [0.2515, 2.6740, -1.9517], [0.4599, 0.3518, -1.3771], [0.7913, -0.9111, -1.8412], [0.5172, -1.7900, -0.8621], [0.6669, -3.1813, -0.8624], [0.1351, -3.9078, 0.1999], [0.2685, -5.2821, 0.2297], [0.9283, -5.9423, -0.7944], [1.4590, -5.2184, -1.8488], [1.3346, -3.8415, -1.8889], [0.0348, -1.1703, 0.2186], [-0.0197, 0.1243, -0.0447], [-0.4913, 1.0234, 0.9977], [-0.9747, 2.3023, 0.7448], [-1.4306, 3.1077, 1.7733], [-1.4145, 2.6481, 3.0850], [-1.8332, 3.3571, 4.1697], [-2.3124, 4.6649, 3.9734], [-0.9365, 1.3608, 3.3455], [-0.4864, 0.5646, 2.3204], [2.2359, 1.9795, -4.9624], [0.6952, 2.7792, -4.5200], [2.1737, 3.1589, -3.6158], [1.1753, -1.1912, -2.7992], [-0.3749, -3.3730, 0.9846], [-0.1458, -5.8409, 1.0552], [1.0311, -7.0165, -0.7705], [1.9783, -5.7275, -2.6469], [1.7639, -3.2919, -2.7114], [-0.9930, 2.6818, -0.2625], [-1.7970, 4.0936, 1.5342], [-2.5765, 5.0342, 4.9633], [-3.2016, 4.6761, 3.3347], [-1.5450, 5.3134, 3.5385], [-0.9292, 1.0148, 4.3672], [-0.1170, -0.4281, 2.5227]]
}